# 1
{
  "formula": "C7H12",
  "method": "wB97M-V/def2-TZVPD",
  "species": ["C", "C", "C", "C", "C", "C", "C", "H", "H", "H", "H", "H", "H", "H", "H", "H", "H", "H", "H"],
  "positions_angstrom": [[-0.907, 1.274, 1.265], [-0.248, -0.058, 0.816], [1.116, 0.299, 0.203], [1.800, -1.051, -0.121], [0.795, -1.150, -1.234], [0.438, 0.294, -1.221], [-0.523, -0.681, -0.586], [-1.907, 1.196, 1.709], [-0.961, 2.022, 0.462], [-0.270, 1.714, 2.049], [-0.254, -0.737, 1.680], [1.688, 1.127, 0.619], [1.687, -1.840, 0.634], [2.841, -0.955, -0.431], [0.828, -1.777, -2.124], [0.291, 1.043, -1.992], [-1.416, -1.172, -0.946], [-2.630, 0.349, -0.046], [-2.753, 0.249, -0.767]],
  "mulliken_charge": [-1.67, 0.42, -0.46, -0.69, -0.66, -0.47, -0.62, 0.47, 0.35, 0.39, 0.30, 0.48, 0.26, 0.33, 0.40, 0.42, 0.72, -0.15, 0.16],
  "multiplicity": 1,
  "total_charge": 0,
  "e_tot_ha": -273.76811,
  "mol_weight_g_mol": 96.173,
  "e_above_lowest_kcal_mol": 88.1,
  "lumo_energy_ev": 1.26,
  "homo_energy_ev": -9.4757,
  "smiles": "C[C@@H]1[C@H]2C[C@@H]3[C@H]2[C@H]13.[H][H]",
  "fmax_ev_per_a": 0.5
}

# 2
{
  "formula": "C4H10O",
  "method": "wB97M-V/def2-TZVPD",
  "species": ["C", "C", "C", "C", "O", "H", "H", "H", "H", "H", "H", "H", "H", "H", "H"],
  "positions_angstrom": [[-0.389, -1.177, 0.798], [-0.036, 0.084, 0.008], [-0.770, 0.211, -1.320], [1.458, 0.359, -0.112], [-0.662, 1.161, 0.839], [0.457, -1.741, 1.204], [-0.893, -0.584, 1.570], [-1.101, -1.860, 0.321], [-1.832, -0.002, -1.167], [-0.668, 1.242, -1.665], [-0.391, -0.465, -2.099], [1.976, -0.292, -0.829], [1.589, 1.395, -0.434], [1.947, 0.226, 0.861], [-0.096, 1.423, 1.584]],
  "mulliken_charge": [-1.36, 1.65, -1.61, -1.62, -0.65, 0.31, 0.35, 0.31, 0.39, 0.37, 0.36, 0.36, 0.38, 0.42, 0.34],
  "multiplicity": 1,
  "total_charge": 0,
  "e_tot_ha": -233.62252,
  "mol_weight_g_mol": 74.123,
  "e_above_lowest_kcal_mol": 14.1,
  "lumo_energy_ev": 0.93,
  "homo_energy_ev": -10.3057,
  "smiles": "CC(C)(C)O",
  "fmax_ev_per_a": 1.7
}

# 3
{
  "formula": "C8H10BNO3",
  "method": "wB97M-V/def2-TZVPD",
  "species": ["C", "C", "B", "O", "O", "N", "C", "C", "C", "C", "C", "C", "O", "H", "H", "H", "H", "H", "H", "H", "H", "H", "H"],
  "positions_angstrom": [[1.715, 1.310, 1.312], [1.192, 0.244, 0.378], [2.420, -0.373, -0.468], [2.268, -1.660, -0.706], [3.470, 0.384, -0.985], [0.245, -0.582, 1.037], [-1.007, -0.367, 0.523], [-2.173, -1.053, 0.737], [-3.257, -0.708, -0.006], [-3.191, 0.325, -0.911], [-1.939, 0.841, -1.352], [-0.871, 0.522, -0.537], [0.404, 0.973, -0.744], [0.982, 1.701, 1.970], [1.909, 2.242, 0.914], [2.495, 1.022, 1.977], [2.912, -2.122, -1.346], [4.361, -0.012, -1.014], [0.628, -1.513, 1.167], [-2.326, -1.907, 1.390], [-4.133, -1.215, 0.187], [-4.165, 0.474, -1.315], [-1.938, 1.472, -2.207]],
  "mulliken_charge": [-1.82, 0.84, 0.67, -0.59, -0.57, -0.30, 0.25, -0.67, -0.38, -0.54, -0.88, 0.74, -0.53, 0.50, 0.45, 0.35, 0.31, 0.29, 0.30, 0.37, 0.44, 0.35, 0.43],
  "multiplicity": 1,
  "total_charge": 0,
  "e_tot_ha": -616.22598,
  "mol_weight_g_mol": 178.984,
  "e_above_lowest_kcal_mol": 47.0,
  "lumo_energy_ev": 0.07,
  "homo_energy_ev": -7.3213,
  "smiles": "C[C@@]1(B(O)O)Nc2ccccc2O1",
  "fmax_ev_per_a": 4.2
}

# 4
{
  "formula": "C3H7O3",
  "method": "wB97M-V/def2-TZVPD",
  "species": ["C", "O", "H", "H", "H", "H", "C", "C", "O", "O", "H", "H", "H"],
  "positions_angstrom": [[-2.589, -0.550, -1.163], [-1.440, 0.072, -1.579], [-0.541, -0.210, -1.223], [-2.869, -1.649, -1.383], [-3.407, -0.056, -1.768], [-2.637, -0.318, 0.000], [2.416, 0.859, 1.171], [1.359, -0.253, 0.775], [0.887, -0.284, -0.375], [1.041, -1.043, 1.695], [3.305, 0.712, 0.745], [2.458, 0.966, 2.315], [2.019, 1.755, 0.790]],
  "mulliken_charge": [-0.47, -0.53, 0.48, 0.20, 0.16, 0.19, -0.89, 0.55, -0.79, -0.71, 0.30, 0.22, 0.28],
  "multiplicity": 1,
  "total_charge": -1,
  "e_tot_ha": -344.25402,
  "mol_weight_g_mol": 91.086,
  "e_above_lowest_kcal_mol": 35.3,
  "lumo_energy_ev": 4.17,
  "homo_energy_ev": -4.1832,
  "fmax_ev_per_a": 5.2
}